(1)
Computed, not measured: 2 unconnected molecules or ions with the total composition C5H11NO2 in a non-equilibrium geometry, with the ωB97M-V functional and the def2-TZVPD basis.

The geometry in ORCA input format:
```
! wB97M-V def2-TZVPD RIJCOSX def2/J DEFGRID3
* xyz 0 1
C 0.425 1.671 -2.263
C 0.477 1.060 -0.875
C 0.100 2.058 0.192
O -0.841 1.928 0.932
H -0.571 2.016 -2.544
H 0.698 0.947 -3.031
H 1.111 2.519 -2.340
H -0.159 0.173 -0.797
H 1.497 0.755 -0.596
H 0.794 2.920 0.296
N -1.049 -1.762 0.076
C -0.129 -2.218 1.156
C 0.139 -1.139 2.181
O 0.087 -1.299 3.367
H -1.355 -2.593 -0.418
H -1.900 -1.437 0.526
H 0.830 -2.398 0.665
H -0.588 -3.032 1.724
H 0.434 -0.170 1.747
*
```

## Properties
Calculated total energy, hartree: -402.30458
F_max, Eh/bohr: 0.0203
Relative energy (zero: lowest compared OMol25 entry of this formula, charge and spin), eV: 2.002
Lowest unoccupied orbital energy, eV: 0.79
HOMO level, eV: -9.69
SMILES: CCC=O.NCC=O

---

(2)
Computed, not measured: 4 unconnected molecules or ions with the total composition C26H49F16O14PS5 in a non-equilibrium geometry, with the ωB97M-V functional and the def2-TZVPD basis.

The geometry in ORCA input format:
```
! wB97M-V def2-TZVPD RIJCOSX def2/J DEFGRID3
* xyz 0 1
C 0.548 7.413 1.085
C 0.117 7.794 -0.321
O -0.814 8.499 -0.479
O 0.891 7.308 -1.318
C 0.119 6.518 -2.280
C -0.424 5.270 -1.548
P -0.572 3.718 -2.717
C 0.831 2.938 -1.805
C 2.177 3.693 -1.967
C 3.200 2.879 -2.774
C 3.665 1.594 -2.059
O 3.832 0.565 -3.043
C -2.339 3.487 -2.210
C -2.520 3.087 -0.738
C -2.069 1.651 -0.432
C -2.735 1.080 0.832
C -1.949 1.376 2.132
F -2.845 1.415 3.109
F -1.361 2.570 1.980
C -0.942 0.218 2.337
F -0.385 -0.183 1.226
F -1.640 -0.798 2.790
S 0.450 0.548 3.581
F -0.415 1.622 4.341
F 1.104 1.625 2.625
F 1.363 -0.561 2.887
F -0.093 -0.582 4.552
F 1.610 0.808 4.614
S -0.608 2.064 -4.230
O 0.676 1.978 -4.889
O -0.863 0.824 -3.519
C -1.930 2.141 -5.555
F -1.469 1.403 -6.558
F -3.064 1.557 -5.190
C -2.239 3.535 -6.147
F -1.219 3.859 -6.940
F -2.414 4.487 -5.225
C -3.510 3.565 -7.052
F -3.519 4.672 -7.761
F -3.563 2.562 -7.884
F -4.577 3.599 -6.282
H 1.632 7.274 1.112
H 0.296 8.203 1.787
H 0.101 6.469 1.404
H 0.835 6.279 -3.064
H -0.687 7.176 -2.606
H -1.402 5.569 -1.161
H 0.175 5.062 -0.662
H -0.285 4.619 -3.780
H 0.569 2.878 -0.751
H 1.013 1.902 -2.106
H 2.096 4.662 -2.460
H 2.558 3.879 -0.960
H 2.814 2.697 -3.779
H 4.077 3.521 -2.888
H 4.670 1.771 -1.681
H 2.981 1.245 -1.277
H 3.167 0.676 -3.735
H -2.834 4.442 -2.393
H -2.883 2.745 -2.805
H -3.601 3.116 -0.558
H -2.096 3.809 -0.039
H -0.988 1.531 -0.424
H -2.413 1.031 -1.266
H -3.717 1.549 0.928
H -2.946 0.014 0.747
C 9.883 0.347 0.341
C 10.094 -0.006 -1.119
O 9.227 -1.069 -1.548
S 7.703 -0.710 -1.867
C 7.289 -2.210 -2.691
O 7.666 0.364 -2.810
O 6.976 -0.649 -0.637
H 8.904 0.799 0.498
H 10.642 1.057 0.672
H 9.933 -0.546 0.964
H 9.967 0.867 -1.761
H 11.110 -0.369 -1.264
H 7.876 -2.284 -3.602
H 6.227 -2.170 -2.925
H 7.496 -3.044 -2.025
C -2.250 -4.064 2.915
C -1.961 -4.358 1.456
O -2.735 -5.467 0.961
S -4.264 -5.205 0.594
C -4.537 -6.705 -0.289
O -4.343 -4.102 -0.312
O -5.037 -5.227 1.797
H -3.264 -3.687 3.049
H -1.557 -3.313 3.294
H -2.158 -4.967 3.520
H -2.127 -3.476 0.833
H -0.917 -4.642 1.339
H -3.911 -6.708 -1.178
H -5.589 -6.735 -0.566
H -4.297 -7.543 0.360
C -3.067 -9.206 8.174
C -2.464 -8.614 6.915
O -3.470 -8.249 5.954
S -4.276 -6.889 6.194
C -4.998 -6.775 4.593
O -3.335 -5.824 6.368
O -5.305 -7.127 7.157
H -3.627 -8.456 8.732
H -2.282 -9.596 8.823
H -3.759 -10.011 7.927
H -1.831 -7.755 7.144
H -1.836 -9.357 6.426
H -4.208 -6.643 3.859
H -5.660 -5.912 4.589
H -5.565 -7.682 4.398
*
```

## Properties
Calculated total energy, hartree: -6003.41225
F_max, Eh/bohr: 0.0765
Relative energy (zero: lowest compared OMol25 entry of this formula, charge and spin), eV: 0.000
Lowest unoccupied orbital energy, eV: 0.27
HOMO level, eV: -9.34
SMILES: CC(=O)OCC[PH](CCCCO)(CCCCC(F)(F)C(F)(F)S(F)(F)(F)(F)F)S(=O)(=O)C(F)(F)C(F)(F)C(F)(F)F.CCOS(C)(=O)=O.CCOS(C)(=O)=O.CCOS(C)(=O)=O

---

(3)
Computed, not measured: a molecular structure, C5H37N2O14 in a non-equilibrium geometry, with the ωB97M-V functional and the def2-TZVPD basis.

The geometry in ORCA input format:
```
! wB97M-V def2-TZVPD RIJCOSX def2/J DEFGRID3
* xyz -1 1
C 2.419 -0.543 2.917
O 2.235 -1.931 2.643
C 1.132 0.238 2.731
C 1.160 1.772 2.734
C 1.067 2.320 1.300
C 2.222 2.447 0.641
N 2.355 2.801 -0.690
N 0.339 -0.109 3.988
H 3.095 -0.200 2.123
H 2.800 -0.413 3.926
H 0.516 -0.057 1.886
H 2.106 2.138 3.156
H 0.392 2.259 3.336
H 0.067 2.277 0.883
H 3.144 2.176 1.145
H 1.526 3.053 -1.181
H 3.241 3.083 -1.057
H 0.256 -1.123 3.963
H -0.605 0.255 3.911
H -2.080 2.818 -1.587
H -2.726 2.999 -0.183
O -2.060 3.360 -0.772
H -2.550 1.503 -3.521
H -1.581 0.833 -2.657
O -1.868 1.750 -2.900
H 0.141 -0.703 -1.837
H -0.822 -1.555 -3.233
O -0.756 -0.727 -2.760
H -1.594 -1.235 -1.268
H -1.904 -2.730 -1.383
O -2.276 -1.930 -1.000
H -3.053 -1.746 0.887
H -1.940 -1.672 1.767
O -2.901 -1.671 1.846
H 0.255 -1.471 0.651
H 1.261 0.153 -0.929
O 0.723 -0.638 -0.814
H 1.791 1.239 -3.754
H 0.982 0.239 -2.926
O 1.594 0.300 -3.667
H 0.894 -4.853 0.429
H 1.762 -3.895 -0.533
O 1.174 -4.693 -0.472
H 0.276 3.680 -2.508
H 0.016 2.530 -3.355
O 0.688 3.219 -3.252
H 1.384 -2.200 2.258
H -0.146 -2.937 0.417
O -0.146 -2.259 1.099
H 2.637 -2.529 0.798
H 2.368 -1.923 -0.702
O 2.784 -2.591 -0.151
H -3.307 1.211 2.651
H -3.272 0.266 1.556
O -3.514 1.197 1.715
H -4.122 -0.613 -3.243
H -3.452 -1.720 -2.184
O -4.128 -1.448 -2.836
*
```

## Properties
Calculated total energy, hartree: -1375.64202
F_max, Eh/bohr: 0.0745
Relative energy (zero: lowest compared OMol25 entry of this formula, charge and spin), eV: 2.270
Lowest unoccupied orbital energy, eV: 2.65
HOMO level, eV: -5.56

---

(4)
Computed, not measured: 2 unconnected molecules or ions with the total composition C6H14O, with the ωB97M-V functional and the def2-TZVPD basis.

The geometry in ORCA input format:
```
! wB97M-V def2-TZVPD RIJCOSX def2/J DEFGRID3
* xyz 0 1
C 0.211 -2.005 -1.621
C -0.607 -1.419 -0.754
C -1.055 0.010 -0.846
C -0.815 0.780 0.447
C -1.338 2.201 0.361
O -1.083 2.832 1.600
H 0.617 -1.457 -2.469
H 0.498 -3.048 -1.525
H -0.999 -1.992 0.090
H -2.129 0.031 -1.075
H -0.537 0.521 -1.668
H -1.315 0.263 1.276
H 0.255 0.812 0.674
H -0.840 2.743 -0.462
H -2.416 2.181 0.135
H -1.407 3.735 1.528
C 2.793 -1.066 0.701
H 3.632 -1.753 0.537
H 2.442 -1.180 1.727
H 3.143 -0.040 0.535
H 1.956 -1.285 0.044
*
```

## Properties
Calculated total energy, hartree: -312.20740
F_max, Eh/bohr: 0.0077
Relative energy (zero: lowest compared OMol25 entry of this formula, charge and spin), eV: 1.296
Lowest unoccupied orbital energy, eV: 0.96
HOMO level, eV: -9.66
SMILES: C=CCCCO.C

---

(5)
Computed, not measured: 3 unconnected molecules or ions with the total composition C14H30NO10PS2 in a non-equilibrium geometry, with the ωB97M-V functional and the def2-TZVPD basis.

The geometry in ORCA input format:
```
! wB97M-V def2-TZVPD RIJCOSX def2/J DEFGRID3
* xyz 0 1
N -1.487 -2.259 -0.253
C -0.679 -3.383 -0.745
C 0.366 -2.988 -1.811
C 0.158 -1.594 -2.424
C 1.152 -0.597 -1.809
C 0.660 0.820 -2.014
O 1.797 1.721 -1.893
C 1.691 2.625 -0.930
O 0.724 3.328 -0.712
O 2.814 2.759 -0.139
P 4.233 2.271 -0.755
O 4.520 0.860 -0.581
O 4.346 2.756 -2.250
O 5.273 3.153 0.047
H -2.352 -2.189 -0.773
H -1.787 -2.518 0.678
H -1.284 -4.201 -1.134
H -0.136 -3.779 0.103
H 1.347 -2.995 -1.348
H 0.371 -3.719 -2.612
H 0.400 -1.649 -3.482
H -0.858 -1.228 -2.342
H 1.241 -0.828 -0.754
H 2.105 -0.704 -2.312
H -0.128 1.052 -1.313
H 0.307 0.890 -3.035
H 4.427 1.975 -2.805
H 5.097 4.086 -0.126
O -2.414 6.238 -3.465
S -3.303 5.497 -2.607
O -4.389 4.718 -3.146
C -2.324 4.477 -1.511
C -2.051 5.370 -0.307
C -3.377 6.083 -0.005
C -3.931 6.605 -1.338
H -1.420 4.153 -2.021
H -2.929 3.614 -1.235
H -1.699 4.792 0.545
H -1.284 6.106 -0.555
H -4.081 5.373 0.433
H -3.246 6.895 0.708
H -5.017 6.592 -1.365
H -3.567 7.605 -1.562
O 0.728 -5.340 1.220
S -0.032 -5.009 2.397
O -1.401 -4.563 2.322
C 0.086 -6.389 3.529
C 1.337 -6.096 4.351
C 1.279 -4.599 4.684
C 0.922 -3.855 3.391
H 0.142 -7.317 2.965
H -0.808 -6.381 4.152
H 1.376 -6.710 5.249
H 2.230 -6.308 3.759
H 0.506 -4.423 5.435
H 2.221 -4.240 5.095
H 0.320 -2.970 3.578
H 1.811 -3.585 2.823
*
```

## Properties
Calculated total energy, hartree: -2496.43296
F_max, Eh/bohr: 0.0485
Lowest unoccupied orbital energy, eV: 0.40
HOMO level, eV: -9.21
SMILES: NCCCCCOC(=O)OP(=O)(O)O.O=S1(=O)CCCC1.O=S1(=O)CCCC1

---

(6)
Computed, not measured: 6 unconnected molecules or ions with the total composition C26H40FN5OSi, with the ωB97M-V functional and the def2-TZVPD basis.

The geometry in ORCA input format:
```
! wB97M-V def2-TZVPD RIJCOSX def2/J DEFGRID3
* xyz 0 1
C -1.387 -1.841 4.882
C 0.077 -1.670 4.491
C 0.462 -0.227 4.130
C 0.766 0.007 2.663
O -0.416 -0.002 1.859
Si -0.943 -1.285 0.985
C 0.453 -2.084 -0.011
C -0.054 -3.121 -0.995
F 1.151 -1.073 -0.727
H -1.565 -1.455 5.887
H -2.046 -1.292 4.205
H -1.694 -2.886 4.865
H 0.709 -2.012 5.312
H 0.305 -2.327 3.645
H -0.353 0.446 4.414
H 1.339 0.097 4.695
H 1.238 0.979 2.520
H 1.471 -0.749 2.296
H -1.503 -2.373 1.825
H -1.994 -0.783 0.082
H 1.183 -2.551 0.659
H -0.392 -4.007 -0.455
H 0.754 -3.424 -1.662
H -0.881 -2.748 -1.601
C 2.177 -0.735 -3.885
C 3.490 -0.429 -4.341
C 3.504 -0.603 -5.699
N 2.251 -1.000 -6.085
C 1.439 -1.082 -4.986
H 1.815 -0.692 -2.872
H 4.324 -0.111 -3.737
H 4.287 -0.478 -6.426
H 1.972 -1.202 -7.027
H 0.405 -1.368 -5.082
C 8.909 -2.212 -6.359
C 9.290 -1.322 -7.401
C 8.312 -0.369 -7.502
N 7.358 -0.651 -6.563
C 7.713 -1.771 -5.861
H 9.452 -3.077 -6.016
H 10.179 -1.376 -8.006
H 8.217 0.479 -8.157
H 6.529 -0.111 -6.405
H 7.088 -2.155 -5.073
C 0.403 4.301 -5.521
C 0.016 3.936 -4.203
C 0.503 2.676 -3.970
N 1.165 2.268 -5.092
C 1.111 3.249 -6.041
H 0.186 5.227 -6.027
H -0.552 4.530 -3.506
H 0.437 2.039 -3.104
H 1.619 1.376 -5.192
H 1.579 3.120 -7.002
C -5.677 1.297 2.649
C -4.482 0.735 2.121
C -3.470 1.021 2.998
N -4.008 1.736 4.035
C -5.353 1.906 3.831
H -6.660 1.258 2.212
H -4.377 0.188 1.199
H -2.419 0.789 2.963
H -3.481 2.092 4.811
H -5.967 2.454 4.525
C -6.985 0.085 8.772
C -7.275 1.443 9.079
C -6.627 2.218 8.155
N -5.955 1.381 7.306
C -6.170 0.080 7.672
H -7.337 -0.787 9.297
H -7.891 1.807 9.884
H -6.588 3.286 8.032
H -5.402 1.668 6.521
H -5.731 -0.732 7.118
*
```

## Properties
Calculated total energy, hartree: -1753.05983
F_max, Eh/bohr: 0.0051
Lowest unoccupied orbital energy, eV: 0.57
HOMO level, eV: -8.00
SMILES: CCCCO[SiH2][C@@H](C)F.c1cc[nH]c1.c1cc[nH]c1.c1cc[nH]c1.c1cc[nH]c1.c1cc[nH]c1

---

(7)
Computed, not measured: a molecular structure, C2H5FeLiO2 in a non-equilibrium geometry, with the ωB97M-V functional and the def2-TZVPD basis.

The geometry in ORCA input format:
```
! wB97M-V def2-TZVPD RIJCOSX def2/J DEFGRID3
* xyz 1 6
O -0.220 1.712 0.660
C -0.844 0.533 0.724
C -0.912 -0.450 -0.176
Li -1.254 3.204 0.933
Fe 1.501 1.843 -0.114
H -2.000 -0.779 -0.033
H -1.682 0.254 1.456
H -0.299 -0.384 -1.076
H 1.378 -1.607 -0.315
O 2.235 -1.806 -0.715
H 2.098 -2.520 -1.344
*
```

## Properties
Calculated total energy, hartree: -1500.55847
F_max, Eh/bohr: 0.0692
Lowest unoccupied orbital energy (spin up / spin down), eV: -4.65 / -5.54
HOMO level (spin up / spin down), eV: -11.68 / -13.35

---

(8)
Computed, not measured: a single C3H4Cl2Si molecule in a non-equilibrium geometry, with the ωB97M-V functional and the def2-TZVPD basis.

The geometry in ORCA input format:
```
! wB97M-V def2-TZVPD RIJCOSX def2/J DEFGRID3
* xyz 0 1
C -2.148 0.891 -1.498
C -1.248 0.498 -0.812
C -0.239 -0.165 0.490
Si 1.709 -0.332 0.411
Cl -0.990 -1.696 0.540
Cl -0.602 0.898 1.861
H -2.934 1.233 -2.260
H 2.403 -0.131 -0.974
H 1.674 -1.778 0.888
H 2.374 0.582 1.355
*
```

## Properties
Calculated total energy, hartree: -1326.42805
F_max, Eh/bohr: 0.1047
Relative energy (zero: lowest compared OMol25 entry of this formula, charge and spin), eV: 5.174
Lowest unoccupied orbital energy, eV: 0.69
HOMO level, eV: -10.27
SMILES: C#CC([SiH3])(Cl)Cl